Entry 1:
H4SSi2 | wB97M-V/def2-TZVPD

Properties
LUMO energy (eV): 0.085
SMILES: [SiH2]1[SiH2]S1
ΔE to the lowest compared entry with this formula, charge and spin (eV): 0.343
Gap between HOMO and LUMO (eV): 9.15
E (Ha): -979.53523
Molecular weight (g/mol): 92.27

Last columns: bonded neighbours and bond lengths (Å).
Cartesian coordinates (Å):
1 Si -0.379 -1.049 -0.593  Si2 2.328, S3 2.320, H4 1.541, H5 1.458
2 Si 0.732 0.786 0.312  Si1 2.328, S3 2.230, H6 1.467, H7 1.469
3 S -1.185 0.125 1.238  Si1 2.320, Si2 2.230
4 H -1.310 -0.664 -1.759  Si1 1.541
5 H -0.244 -2.466 -0.277  Si1 1.458
6 H 1.636 1.158 1.406  Si2 1.467
7 H 0.750 2.109 -0.327  Si2 1.469

Löwdin atomic charges, in units of e: number 1, Si, carries 0.251; number 2, Si, carries 0.148; number 3, S, carries 0.056; number 4, H, carries -0.087; number 5, H, carries -0.123; number 6, H, carries -0.121; number 7, H, carries -0.123

Entry 2:
H54O27 | wB97M-V/def2-TZVPD

Properties
LUMO energy (eV): -0.510
ΔE to the lowest compared entry with this formula, charge and spin (eV): 2.266
Gap between HOMO and LUMO (eV): 8.94
E (Ha): -2063.93186
Molecular weight (g/mol): 486.41

Last columns: bonded neighbours and bond lengths (Å).
Cartesian coordinates (Å):
1 O -2.975 5.267 -0.004  H2 0.957, H3 0.957
2 H -3.514 5.556 -0.740  O1 0.957
3 H -2.149 4.994 -0.403  O1 0.957
4 O -2.617 -2.498 -4.628  H5 0.957, H6 0.957
5 H -2.193 -2.711 -3.797  O4 0.957
6 H -2.326 -3.183 -5.229  O4 0.957
7 O 1.646 -4.183 3.115  H8 0.957, H9 0.957
8 H 0.945 -4.765 2.821  O7 0.957
9 H 1.262 -3.307 3.075  O7 0.957
10 O -3.572 0.130 2.806  H11 0.957, H12 0.957
11 H -4.040 0.115 1.971  O10 0.957
12 H -3.341 1.050 2.935  O10 0.957
13 O 3.037 1.759 2.809  H14 0.957, H15 0.957
14 H 2.701 1.694 1.915  O13 0.957
15 H 3.812 2.317 2.734  O13 0.957
16 O 3.355 -3.827 0.752  H17 0.957, H18 0.957
17 H 3.271 -2.973 0.329  O16 0.957
18 H 2.554 -3.918 1.269  O16 0.957
19 O 3.646 0.160 -3.448  H20 0.957, H21 0.957
20 H 3.692 -0.418 -4.209  O19 0.957
21 H 3.612 1.042 -3.818  O19 0.957
22 O -4.840 -1.871 -1.517  H23 0.957, H24 0.957
23 H -4.841 -1.453 -0.656  O22 0.957
24 H -5.720 -1.712 -1.861  O22 0.957
25 O -0.161 2.616 4.611  H26 0.957, H27 0.957
26 H -0.025 2.637 3.664  O25 0.957
27 H 0.380 3.330 4.948  O25 0.957
28 O 0.467 -2.587 -1.168  H29 0.957, H30 0.957
29 H 0.559 -3.180 -0.422  O28 0.957
30 H -0.111 -3.051 -1.774  O28 0.957
31 O -2.768 2.621 2.720  H32 0.957, H33 0.957
32 H -2.928 3.551 2.560  O31 0.957
33 H -1.894 2.463 2.363  O31 0.957
34 O -3.468 0.038 -3.889  H35 0.957, H36 0.957
35 H -3.371 0.656 -4.613  O34 0.957
36 H -3.470 -0.823 -4.308  O34 0.957
37 O 0.430 -4.896 0.327  H38 0.957, H39 0.957
38 H -0.427 -5.236 0.585  O37 0.957
39 H 0.871 -5.642 -0.081  O37 0.957
40 O -0.673 -0.036 3.756  H41 0.957, H42 0.957
41 H -0.630 0.790 4.237  O40 0.957
42 H -1.520 -0.010 3.310  O40 0.957
43 O -0.068 2.242 2.019  H44 0.957, H45 0.957
44 H -0.059 2.914 1.338  O43 0.957
45 H 0.202 1.441 1.570  O43 0.957
46 O 1.156 -1.383 2.199  H47 0.957, H48 0.957
47 H 0.814 -0.913 2.960  O46 0.957
48 H 0.894 -0.849 1.450  O46 0.957
49 O 0.189 0.245 0.271  H50 0.957, H51 0.957
50 H 0.151 -0.612 -0.154  O49 0.957
51 H -0.416 0.789 -0.232  O49 0.957
52 O 3.292 0.848 0.075  H53 0.957, H54 0.957
53 H 4.206 0.794 0.355  O52 0.957
54 H 3.101 -0.016 -0.290  O52 0.957
55 O 3.084 -1.408 -1.292  H56 0.957, H57 0.957
56 H 2.222 -1.753 -1.526  O55 0.957
57 H 3.419 -1.030 -2.105  O55 0.957
58 O -1.612 -3.931 -2.369  H59 0.957, H60 0.957
59 H -2.401 -3.951 -1.827  O58 0.957
60 H -1.338 -4.846 -2.428  O58 0.957
61 O -4.596 2.715 -0.225  H62 0.957, H63 0.957
62 H -5.113 2.775 0.578  O61 0.957
63 H -3.867 3.320 -0.087  O61 0.957
64 O 1.791 2.511 -1.299  H65 0.957, H66 0.957
65 H 2.348 1.956 -0.753  O64 0.957
66 H 1.792 2.084 -2.155  O64 0.957
67 O -0.471 4.263 -0.046  H68 0.957, H69 0.957
68 H 0.061 3.742 -0.648  O67 0.957
69 H 0.132 4.918 0.303  O67 0.957
70 O -2.251 1.019 -0.957  H71 0.957, H72 0.957
71 H -2.694 0.852 -1.789  O70 0.957
72 H -2.932 1.383 -0.391  O70 0.957
73 O 3.823 -0.883 2.866  H74 0.957, H75 0.957
74 H 2.937 -1.216 2.724  O73 0.957
75 H 3.706 0.056 3.009  O73 0.957
76 O 2.382 -4.300 -3.118  H77 0.957, H78 0.957
77 H 3.311 -4.149 -2.946  O76 0.957
78 H 1.951 -4.125 -2.282  O76 0.957
79 O 2.952 4.893 -1.724  H80 0.957, H81 0.957
80 H 2.732 3.971 -1.586  O79 0.957
81 H 2.503 5.128 -2.536  O79 0.957

Löwdin atomic charge list, values in e, 8 entries: number 1, O, carries -0.054; number 2, H, carries 0.047; number 3, H, carries -0.009; number 4, O, carries -0.046; number 5, H, carries 0.005; number 6, H, carries 0.050; number 7, O, carries -0.041; number 8, H, carries 0.021

no.,strongest force on any atom (eV/A)
1,2.686
2,1.510